No. 1
Computed, not measured: C5H5NOS in the gas phase at a distorted geometry, with wB97M-V/def2-TZVPD.

Each line ends with the Löwdin charge.
Positions of all 13 atoms, in Å:
1 O 2.21 2.29 0.26  0.054
2 C 1.45 1.31 0.10  -0.354
3 C 1.32 0.46 -1.14  0.023
4 C 0.40 -0.62 -0.93  0.008
5 C -0.51 -0.38 0.21  -0.433
6 N -1.50 -1.03 0.60  -0.358
7 S -2.51 -2.14 -0.25  0.636
8 C 0.25 0.75 0.90  -0.065
9 H 2.28 0.50 -1.85  0.154
10 H 0.35 -1.47 -1.66  0.117
11 H -3.63 -1.73 0.74  -0.026
12 H -0.60 1.58 1.20  0.196
13 H 0.48 0.49 1.79  0.047

Calculated values
structure (SMILES): O=C1C=C/C(=N\S)C1
molar mass: 127.17 g mol⁻¹
lowest unoccupied orbital energy: -0.986 eV

No. 2
Computed, not measured: 5 unconnected molecules or ions with the total composition C4H16BrN8O4 at a distorted geometry, with wB97M-V/def2-TZVPD.

Each line ends with the Löwdin charge.
Positions of all 33 atoms, in Å:
1 Br 0.21 0.07 -1.11  -0.036
2 C 4.21 1.39 -1.90  -0.696
3 O 5.43 1.46 -1.97  -0.008
4 N 3.49 0.31 -2.32  0.139
5 N 3.44 2.40 -1.40  0.143
6 H 3.91 -0.48 -2.77  0.094
7 H 2.50 0.30 -2.11  -0.065
8 H 2.50 2.21 -1.12  0.044
9 H 3.97 3.08 -0.88  0.094
10 C -2.14 -1.71 2.38  -0.688
11 O -1.45 -2.52 2.96  0.008
12 N -1.64 -0.69 1.64  0.146
13 N -3.51 -1.79 2.43  0.135
14 H -0.70 -0.73 1.27  -0.007
15 H -2.27 -0.17 1.05  0.055
16 H -3.93 -2.45 3.05  0.092
17 H -4.09 -1.03 2.13  0.082
18 C -3.81 -0.24 -2.57  -0.687
19 O -4.86 -0.46 -3.16  0.001
20 N -2.57 -0.60 -3.00  0.136
21 N -3.76 0.54 -1.43  0.134
22 H -2.45 -1.25 -3.75  0.098
23 H -1.77 -0.41 -2.39  -0.092
24 H -2.85 0.67 -1.02  0.034
25 H -4.56 0.64 -0.83  0.086
26 C 2.30 0.33 2.59  -0.693
27 O 2.70 0.63 3.70  -0.002
28 N 2.26 -0.95 2.12  0.155
29 N 1.87 1.25 1.66  0.129
30 H 1.95 -1.19 1.20  0.062
31 H 2.56 -1.68 2.74  0.099
32 H 1.37 0.87 0.86  -0.086
33 H 1.70 2.19 1.97  0.093

Calculated values
total charge: -1
molar mass: 320.13 g mol⁻¹
lowest unoccupied orbital energy: 2.736 eV

Here are the calculated gap between HOMO and LUMO numbers, same order: 8.22; 9.27 (eV).
Here are the calculated ΔE to the lowest compared entry with this formula, charge and spin numbers, same order: 92.4; 5.5 (kcal per mole).
Here are the calculated highest occupied orbital energy numbers, same order: -9.208; -6.531 (eV).